# C33H78F12N6O3P2

A cluster of 8 separate species, C33H78F12N6O3P2 in total at a distorted geometry (the ωB97M-V functional and the def2-TZVPD basis, the OMol25 dataset).

Geometry as XYZ:
```
134
Properties=species:S:1:pos:R:3:lowdin_charge:R:1
C 3.454 3.064 -4.244 0.045
C 3.286 2.382 -2.943 -0.288
O 4.068 2.506 -1.950 0.064
N 1.950 1.633 -2.680 0.105
H 1.672 1.267 -3.580 0.095
H 2.178 0.762 -2.221 0.154
C 0.865 2.564 -2.182 0.016
H 4.173 3.878 -4.154 0.118
H 2.530 3.390 -4.722 0.113
H 3.817 2.258 -4.882 0.125
H -0.137 2.136 -2.145 0.098
H 0.726 3.227 -3.035 0.108
H 1.090 3.227 -1.347 0.081
C 7.150 -1.822 2.043 0.026
C 6.425 -1.988 0.779 -0.345
O 6.200 -3.132 0.325 0.149
N 5.942 -0.750 0.000 0.126
H 6.714 -0.105 0.093 0.169
H 5.760 -1.041 -0.950 0.172
C 4.622 -0.087 0.565 0.055
H 6.455 -1.381 2.757 0.103
H 8.014 -1.169 1.926 0.112
H 7.579 -2.787 2.315 0.123
H 4.310 0.658 -0.167 0.076
H 4.939 0.167 1.576 0.091
H 3.867 -0.852 0.748 0.092
C -1.042 -3.880 6.066 0.038
C 0.031 -3.033 5.425 -0.376
O 0.777 -3.460 4.560 0.152
N 0.394 -1.718 6.042 0.128
H -0.030 -1.649 6.956 0.177
H 1.398 -1.614 6.089 0.180
C -0.110 -0.596 5.072 0.061
H -0.653 -4.564 6.820 0.119
H -1.509 -4.624 5.420 0.109
H -1.798 -3.261 6.549 0.095
H 0.097 -0.751 4.013 0.081
H 0.170 0.392 5.439 0.108
H -1.197 -0.615 5.155 0.100
C -1.000 5.256 1.846 -0.056
C 0.487 5.697 2.099 -0.208
C 1.557 5.229 1.096 -0.081
N 2.939 4.952 1.841 -0.191
C 3.679 6.211 2.459 0.095
C 2.682 3.869 2.901 -0.107
C 3.705 2.769 2.701 -0.172
C 4.733 3.285 1.761 -0.142
C 3.854 4.208 0.872 -0.105
H -0.996 4.170 1.754 0.055
H -1.492 5.771 1.020 0.081
H -1.632 5.413 2.720 0.081
H 0.747 5.343 3.097 0.095
H 0.658 6.769 2.193 0.111
H 1.746 5.773 0.171 0.139
H 1.212 4.275 0.697 0.094
H 2.996 6.931 2.911 0.107
H 4.124 6.738 1.615 0.109
H 4.381 5.779 3.172 0.107
H 2.720 4.345 3.881 0.133
H 1.691 3.429 3.008 0.128
H 4.123 2.378 3.629 0.133
H 3.238 1.938 2.173 0.086
H 5.472 3.948 2.210 0.124
H 5.201 2.525 1.135 0.096
H 4.405 4.930 0.270 0.140
H 3.217 3.588 0.241 0.098
C -3.376 -4.421 -4.512 -0.115
C -2.615 -4.994 -3.370 -0.205
C -1.426 -3.942 -3.113 -0.085
N -0.836 -4.055 -1.694 -0.209
C 0.351 -3.100 -1.599 0.016
C -0.346 -5.528 -1.400 -0.029
C -0.584 -5.672 0.144 -0.122
C -1.171 -4.373 0.684 -0.198
C -1.845 -3.741 -0.540 -0.071
H -4.236 -5.056 -4.726 0.090
H -2.711 -4.456 -5.375 0.096
H -3.849 -3.440 -4.478 0.077
H -2.179 -5.974 -3.566 0.114
H -3.326 -5.000 -2.543 0.100
H -1.686 -2.918 -3.377 0.111
H -0.582 -4.173 -3.763 0.133
H 0.053 -2.182 -2.106 0.069
H 1.132 -3.425 -2.286 0.113
H 0.624 -2.952 -0.554 0.084
H 0.689 -5.623 -1.729 0.132
H -0.956 -6.291 -1.882 0.118
H 0.378 -5.874 0.614 0.121
H -1.338 -6.428 0.362 0.124
H -0.483 -3.758 1.265 0.093
H -1.769 -4.540 1.580 0.115
H -2.117 -2.692 -0.420 0.114
H -2.756 -4.338 -0.494 0.128
C -4.145 -1.277 2.565 -0.052
C -5.025 -0.356 1.497 -0.143
C -5.084 -0.844 -0.005 -0.114
N -5.256 0.209 -1.114 -0.248
C -6.262 1.253 -0.633 0.038
C -5.602 -0.387 -2.490 -0.022
C -5.096 0.667 -3.617 -0.096
C -3.956 1.314 -2.921 -0.185
C -3.915 0.945 -1.439 -0.075
H -3.199 -0.835 2.875 0.036
H -3.870 -2.299 2.305 0.052
H -4.625 -1.352 3.541 0.063
H -4.614 0.653 1.520 0.088
H -6.059 -0.270 1.830 0.104
H -5.887 -1.581 0.009 0.136
H -4.195 -1.404 -0.294 0.099
H -6.581 2.013 -1.346 0.122
H -5.858 1.785 0.228 0.096
H -7.063 0.582 -0.321 0.114
H -6.653 -0.663 -2.394 0.138
H -4.879 -1.201 -2.534 0.122
H -5.870 1.414 -3.795 0.116
H -4.721 0.300 -4.573 0.127
H -4.086 2.396 -2.955 0.122
H -3.011 1.141 -3.436 0.097
H -3.839 1.871 -0.869 0.126
H -3.056 0.298 -1.263 0.115
P 0.415 0.172 0.656 0.243
F 1.571 1.144 -0.010 -0.189
F -0.509 1.445 1.083 -0.164
F -0.279 -0.196 -0.744 -0.129
F -0.543 -0.889 1.449 -0.174
F 1.509 -1.097 0.610 -0.202
F 1.103 0.595 2.044 -0.196
P -0.345 -0.137 -5.085 0.212
F -0.326 -0.040 -6.715 -0.133
F 1.124 0.615 -5.182 -0.182
F -0.989 1.354 -5.044 -0.175
F -0.451 -0.156 -3.480 -0.185
F -1.817 -0.672 -5.124 -0.133
F 0.277 -1.716 -4.953 -0.191
```

LUMO level   -8.806 eV
2S+1   1
HOMO level   -18.78 eV
HOMO-LUMO gap   9.970 eV
Charge   +4



# C33H80F9N6O17S3

A cluster of 7 separate species, C33H80F9N6O17S3 in total at a distorted geometry (the ωB97M-V functional and the def2-TZVPD basis, the OMol25 dataset).

Geometry as XYZ:
```
148
Properties=species:S:1:pos:R:3:lowdin_charge:R:1
C -3.096 1.511 22.880 -0.113
O -4.303 0.840 22.762 -0.214
C -5.221 1.037 23.847 -0.170
C -6.600 0.773 23.318 -0.064
N -6.589 -0.433 22.401 0.078
H -5.819 -0.377 21.709 0.136
H -6.248 -1.337 22.734 0.176
C -7.754 -0.670 21.486 -0.073
C -7.446 -0.158 20.045 -0.180
O -6.100 -0.414 19.774 -0.235
C -5.492 0.064 18.560 -0.029
H -2.463 1.141 23.693 0.103
H -3.120 2.587 23.097 0.100
H -2.571 1.499 21.925 0.098
H -5.111 2.037 24.266 0.145
H -4.959 0.263 24.574 0.139
H -6.925 1.618 22.713 0.147
H -7.278 0.661 24.163 0.137
H -8.683 -0.179 21.773 0.121
H -8.045 -1.720 21.441 0.122
H -7.654 0.915 20.004 0.120
H -8.021 -0.666 19.269 0.124
H -4.416 0.039 18.700 0.098
H -5.714 1.134 18.486 0.095
H -5.926 -0.405 17.678 0.100
C -3.169 -2.246 21.620 -0.042
O -4.357 -2.642 20.922 -0.235
C -4.196 -3.313 19.724 -0.186
C -4.594 -4.818 20.016 -0.053
N -5.915 -5.008 20.720 0.051
H -5.873 -4.455 21.573 0.164
H -6.716 -4.609 20.206 0.111
C -6.392 -6.411 20.964 -0.070
C -7.506 -6.458 21.999 -0.194
O -8.583 -5.649 21.597 -0.189
C -9.667 -5.699 22.468 -0.101
H -3.529 -2.196 22.649 0.089
H -2.990 -1.226 21.278 0.089
H -2.318 -2.921 21.549 0.106
H -3.203 -3.236 19.274 0.141
H -4.836 -2.924 18.927 0.121
H -3.877 -5.258 20.711 0.132
H -4.488 -5.431 19.121 0.142
H -5.508 -6.816 21.463 0.138
H -6.526 -6.942 20.026 0.153
H -7.128 -5.978 22.912 0.130
H -7.694 -7.501 22.261 0.148
H -10.091 -6.709 22.501 0.104
H -10.555 -5.093 22.287 0.087
H -9.304 -5.410 23.463 0.089
C -12.805 -7.031 16.252 -0.094
O -13.676 -6.937 15.157 -0.215
C -14.876 -7.734 15.332 -0.175
C -15.730 -7.740 14.080 -0.051
N -14.836 -8.092 12.863 0.087
H -14.388 -8.963 13.140 0.189
H -15.441 -8.293 12.058 0.161
C -13.987 -6.970 12.359 -0.102
C -13.684 -7.137 10.868 -0.206
O -14.910 -7.515 10.258 -0.205
C -14.750 -8.213 9.038 -0.072
H -13.159 -6.458 17.112 0.086
H -11.892 -6.602 15.836 0.088
H -12.579 -8.062 16.538 0.104
H -15.481 -7.231 16.090 0.134
H -14.560 -8.717 15.683 0.132
H -16.113 -6.745 13.866 0.133
H -16.533 -8.472 14.123 0.141
H -13.173 -6.810 13.062 0.108
H -14.545 -6.037 12.460 0.130
H -12.831 -7.792 10.671 0.113
H -13.347 -6.189 10.441 0.106
H -14.139 -9.101 9.205 0.103
H -14.433 -7.536 8.242 0.099
H -15.719 -8.577 8.692 0.093
C -9.783 -0.185 15.007 -0.100
O -11.194 -0.111 14.991 -0.151
C -11.839 -1.304 15.339 -0.208
C -11.672 -2.334 14.208 -0.129
N -12.375 -2.076 12.949 0.070
H -13.283 -1.661 13.166 0.180
H -11.880 -1.360 12.417 0.194
C -12.549 -3.207 11.998 -0.072
C -13.783 -2.906 11.121 -0.214
O -13.604 -3.640 9.945 -0.198
C -14.592 -3.390 8.935 -0.057
H -9.374 0.710 14.525 0.098
H -9.255 -0.892 14.362 0.095
H -9.325 -0.118 15.992 0.069
H -12.928 -1.252 15.462 0.130
H -11.549 -1.769 16.285 0.108
H -12.025 -3.263 14.662 0.138
H -10.614 -2.551 14.066 0.114
H -12.670 -4.132 12.556 0.118
H -11.684 -3.179 11.338 0.151
H -13.853 -1.861 10.799 0.134
H -14.639 -3.239 11.722 0.133
H -14.105 -3.670 8.002 0.098
H -14.929 -2.363 8.790 0.094
H -15.439 -4.053 9.117 0.094
C -10.008 1.914 18.540 -0.083
O -10.688 1.054 19.422 -0.193
C -11.585 0.146 18.817 -0.205
C -12.525 -0.384 19.893 -0.072
N -11.765 -1.221 20.847 0.040
H -11.154 -1.889 20.341 0.098
H -11.017 -0.680 21.283 0.149
C -12.644 -1.836 21.916 -0.044
C -11.777 -1.898 23.228 -0.166
O -10.425 -2.119 22.853 -0.239
C -9.628 -2.276 24.038 -0.081
H -9.320 1.314 17.931 0.073
H -9.414 2.598 19.139 0.097
H -10.662 2.364 17.790 0.105
H -10.965 -0.624 18.342 0.105
H -12.099 0.511 17.921 0.135
H -13.303 -1.018 19.474 0.147
H -12.871 0.488 20.446 0.148
H -13.048 -2.774 21.540 0.137
H -13.534 -1.259 22.167 0.135
H -12.123 -2.761 23.798 0.134
H -11.821 -0.946 23.760 0.137
H -9.487 -1.251 24.390 0.091
H -8.687 -2.814 23.941 0.083
H -10.152 -2.828 24.822 0.099
C -7.261 -4.920 13.496 -0.660
F -7.184 -3.687 13.056 0.163
F -6.364 -5.667 12.867 0.148
F -7.028 -5.036 14.813 0.122
S -9.001 -5.737 13.183 0.644
O -9.036 -7.039 13.819 -0.292
O -10.008 -4.855 13.771 -0.361
N -8.999 -5.703 11.514 -0.289
S -10.263 -6.587 11.139 0.600
O -9.978 -8.013 11.255 -0.291
O -11.494 -6.150 11.789 -0.369
C -10.500 -6.329 9.249 -0.657
F -9.355 -6.417 8.609 0.176
F -11.327 -7.281 8.807 0.134
F -11.079 -5.153 9.036 0.133
C -10.097 -5.107 17.902 -0.664
F -11.411 -4.933 17.821 0.123
F -9.736 -6.064 18.747 0.151
F -9.740 -5.459 16.682 0.144
S -9.261 -3.457 18.333 0.558
O -7.962 -3.864 18.925 -0.343
O -9.243 -2.767 17.050 -0.302
O -10.117 -2.758 19.307 -0.361
```

LUMO level   -6.215 eV
2S+1   1
HOMO level   -13.53 eV
HOMO-LUMO gap   7.319 eV
ΔE to the lowest compared entry with this formula, charge and spin   0.00 kJ/mol
Charge   +3



# C33H81F2N8O8S2V

A structure of composition C33H81F2N8O8S2V at a distorted geometry (the ωB97M-V functional and the def2-TZVPD basis, the OMol25 dataset).

Geometry as XYZ:
```
135
Properties=species:S:1:pos:R:3:lowdin_spin:R:1
O -9.912 11.598 -15.767 -0.240
V -10.067 11.419 -17.324 1.178
N -8.359 10.271 -17.650 0.011
S -7.641 9.122 -16.627 0.001
O -6.463 9.450 -15.935 0.000
O -7.803 7.804 -17.104 0.002
F -8.765 9.191 -15.525 0.000
S -7.335 10.160 -18.896 0.002
O -7.565 9.067 -19.751 0.000
O -5.990 10.502 -18.599 0.002
F -7.837 11.390 -19.772 0.000
C -6.261 2.430 -19.861 0.000
C -6.547 3.683 -20.661 0.000
N -5.679 4.782 -20.296 0.000
C -6.061 5.332 -19.009 0.000
C -5.039 6.321 -18.481 0.000
C -5.678 5.823 -21.315 0.000
C -5.046 5.405 -22.611 0.000
H -6.463 2.554 -18.798 0.000
H -5.184 2.236 -19.899 0.000
H -6.769 1.569 -20.288 0.000
H -6.465 3.447 -21.718 0.000
H -7.599 4.014 -20.515 0.000
H -6.079 4.543 -18.259 0.000
H -7.054 5.821 -19.049 0.000
H -4.041 6.058 -18.839 0.000
H -5.010 6.344 -17.391 0.000
H -5.206 7.352 -18.806 0.000
H -6.730 6.146 -21.504 0.000
H -5.198 6.721 -20.929 0.000
H -4.951 6.245 -23.296 0.000
H -4.060 4.974 -22.417 0.000
H -5.588 4.604 -23.114 0.000
C -3.294 8.786 -13.701 0.000
C -3.250 10.170 -13.070 0.000
N -4.085 10.278 -11.887 0.000
C -4.383 11.640 -11.519 0.000
C -5.557 12.178 -12.350 0.000
C -3.844 9.391 -10.777 0.000
C -2.598 9.772 -9.942 0.000
H -2.335 8.523 -14.149 0.000
H -4.094 8.711 -14.438 0.000
H -3.517 8.005 -12.978 0.000
H -2.224 10.512 -12.850 0.000
H -3.682 10.872 -13.786 0.000
H -4.721 11.697 -10.484 0.000
H -3.504 12.296 -11.623 0.000
H -6.462 11.688 -11.981 0.000
H -5.761 13.241 -12.157 0.000
H -5.465 12.080 -13.431 0.000
H -3.692 8.354 -11.077 0.000
H -4.734 9.386 -10.139 0.000
H -2.655 10.775 -9.514 0.000
H -1.694 9.720 -10.551 0.000
H -2.487 9.079 -9.104 0.000
C -6.385 4.293 -10.309 0.000
C -6.517 5.721 -10.787 0.000
N -6.741 5.785 -12.224 0.000
C -8.073 5.427 -12.613 0.000
C -8.204 5.224 -14.126 0.000
C -6.283 7.024 -12.838 0.000
C -7.189 8.254 -12.606 0.000
H -6.037 4.265 -9.270 0.000
H -5.604 3.802 -10.889 0.000
H -7.323 3.742 -10.307 0.000
H -7.338 6.260 -10.277 0.000
H -5.598 6.254 -10.535 0.000
H -8.383 4.494 -12.140 0.000
H -8.834 6.176 -12.314 0.000
H -9.046 4.553 -14.306 0.000
H -8.347 6.166 -14.656 0.000
H -7.317 4.734 -14.532 0.000
H -5.964 6.931 -13.878 0.000
H -5.357 7.285 -12.316 0.000
H -7.493 8.374 -11.566 0.000
H -8.039 8.203 -13.289 0.000
H -6.632 9.165 -12.849 0.000
C -3.860 13.031 -19.590 0.000
C -5.026 13.170 -20.540 0.000
N -4.614 13.820 -21.792 0.000
C -4.487 15.252 -21.649 0.000
C -3.513 15.884 -22.626 0.000
C -5.481 13.465 -22.906 0.000
C -6.971 13.760 -22.702 0.000
H -3.190 12.233 -19.910 0.000
H -4.172 12.765 -18.575 0.000
H -3.246 13.931 -19.500 0.000
H -5.334 12.160 -20.818 0.000
H -5.882 13.688 -20.070 0.000
H -5.441 15.807 -21.664 0.000
H -4.067 15.458 -20.660 0.000
H -3.968 16.160 -23.583 0.000
H -3.250 16.875 -22.235 0.000
H -2.617 15.294 -22.781 0.000
H -5.370 12.400 -23.113 0.000
H -5.140 14.030 -23.775 0.000
H -7.161 14.794 -22.411 0.000
H -7.395 13.097 -21.944 0.000
H -7.523 13.613 -23.634 0.000
C -11.340 10.525 -20.305 0.000
O -10.569 10.895 -19.396 0.001
N -11.377 11.050 -21.493 0.000
C -12.232 10.519 -22.551 0.000
C -10.478 12.122 -21.860 0.000
H -11.957 9.628 -20.182 0.000
H -12.821 11.331 -22.981 0.000
H -12.945 9.798 -22.157 0.000
H -11.626 10.065 -23.334 0.000
H -9.829 11.805 -22.681 0.000
H -11.054 12.958 -22.263 0.000
H -9.877 12.413 -21.010 0.000
C -8.021 14.153 -17.831 0.002
O -8.796 13.204 -17.603 0.015
N -6.868 14.329 -17.218 0.004
C -6.001 15.446 -17.501 0.000
C -6.402 13.399 -16.225 0.000
H -8.315 14.955 -18.512 0.000
H -6.416 16.066 -18.293 0.000
H -5.037 15.080 -17.844 0.000
H -5.890 16.026 -16.586 0.000
H -5.373 13.114 -16.433 0.000
H -6.431 13.879 -15.240 0.000
H -7.029 12.520 -16.144 0.000
C -12.046 8.685 -16.781 0.002
O -11.382 9.701 -17.033 0.014
N -11.799 7.493 -17.281 0.003
C -12.606 6.330 -16.949 0.000
C -10.605 7.204 -18.062 0.000
H -12.951 8.694 -16.165 0.000
H -11.960 5.495 -16.693 0.000
H -13.259 6.073 -17.785 0.000
H -13.269 6.531 -16.106 0.000
H -9.879 6.671 -17.450 0.000
H -10.896 6.578 -18.907 0.000
H -10.124 8.095 -18.454 0.000
```

<S²>   0.786
LUMO level (spin up / spin down)   -4.479 / -4.027 eV
2S+1   2
HOMO level (spin up / spin down)   -9.32 / -9.32 eV
HOMO-LUMO gap (spin up / spin down)   4.845 / 5.297 eV
ΔE to the lowest compared entry with this formula, charge and spin   0.00 kJ/mol
Charge   +1



Number 3 is which compound?
C33H81F2N8O8S2V